{"formula": "C25H56Cl4", "method": "wB97M-V/def2-TZVPD", "largest_force_ha_per_bohr": 0.028, "de_lowest_kj_mol": 4.2, "e_tot_ha": -2826.87773, "e_homo_ev": -10.766, "smiles": "ClC(Cl)(Cl)Cl.CCCCCC.CCCCCC.CCCCCC.CCCCCC", "species": ["Cl", "C", "Cl", "Cl", "Cl", "C", "C", "C", "C", "C", "C", "H", "H", "H", "H", "H", "H", "H", "H", "H", "H", "H", "H", "H", "H", "C", "C", "C", "C", "C", "C", "H", "H", "H", "H", "H", "H", "H", "H", "H", "H", "H", "H", "H", "H", "C", "C", "C", "C", "C", "C", "H", "H", "H", "H", "H", "H", "H", "H", "H", "H", "H", "H", "H", "H", "C", "C", "C", "C", "C", "C", "H", "H", "H", "H", "H", "H", "H", "H", "H", "H", "H", "H", "H", "H"], "coordinates": [[1.730070, 0.005853, 0.620225], [0.064335, 0.482852, 0.939843], [-1.022288, -0.847086, 0.581766], [-0.092238, 0.942591, 2.650999], [-0.364614, 1.873466, -0.054892], [0.205247, 5.320938, -2.551241], [1.156781, 5.677386, -1.391218], [0.537334, 5.517393, -0.019081], [1.480087, 5.864397, 1.134674], [1.517468, 4.822648, 2.254814], [2.376079, 3.630006, 1.902762], [0.352480, 4.280504, -2.851628], [0.454522, 5.916073, -3.429471], [-0.836409, 5.471224, -2.274060], [2.074665, 5.086867, -1.481806], [1.508944, 6.706669, -1.534503], [0.207380, 4.478072, 0.087939], [-0.362487, 6.135108, 0.030060], [2.510908, 5.994078, 0.788592], [1.194270, 6.828898, 1.565299], [1.906093, 5.310912, 3.150989], [0.522948, 4.428392, 2.488975], [3.434586, 3.859484, 1.734001], [2.393842, 2.899470, 2.717893], [2.035460, 3.104068, 1.008435], [-3.078683, 0.152262, -2.064641], [-1.787639, 0.173168, -2.858334], [-1.452776, 1.557830, -3.441581], [-2.266294, 1.917243, -4.647509], [-2.168378, 3.356506, -5.112042], [-2.614746, 4.399381, -4.091091], [-3.032088, 0.887061, -1.257601], [-3.201544, -0.811504, -1.562373], [-3.930446, 0.310226, -2.722416], [-0.930714, -0.140869, -2.258641], [-1.833672, -0.521207, -3.705798], [-0.380631, 1.586127, -3.669712], [-1.600554, 2.320410, -2.668970], [-2.055270, 1.274303, -5.512567], [-3.332352, 1.699344, -4.466597], [-1.119594, 3.568944, -5.357296], [-2.730918, 3.467995, -6.039333], [-2.303655, 5.397177, -4.420791], [-3.697030, 4.441078, -3.962527], [-2.130841, 4.266566, -3.123971], [-2.707701, -3.912797, 1.837543], [-3.643713, -3.540229, 2.996717], [-4.097295, -2.088666, 2.916120], [-3.172927, -1.158659, 3.723779], [-3.699541, 0.255708, 3.917789], [-4.136596, 0.924013, 2.616860], [-2.426328, -4.961676, 1.775975], [-1.801876, -3.297946, 1.820920], [-3.195883, -3.650502, 0.889270], [-4.498209, -4.219784, 2.917866], [-3.152299, -3.765618, 3.945402], [-5.118082, -2.033066, 3.301638], [-4.060874, -1.772064, 1.872076], [-2.935580, -1.614533, 4.688838], [-2.219493, -1.108140, 3.182312], [-4.535858, 0.233159, 4.626032], [-2.918816, 0.845005, 4.408139], [-5.086437, 0.533687, 2.253931], [-4.254776, 2.000076, 2.757809], [-3.376550, 0.785052, 1.841692], [4.673738, -8.340997, 0.418256], [4.611215, -6.870029, 0.804333], [5.267187, -5.957141, -0.210898], [5.627207, -4.584980, 0.360255], [4.436020, -3.784055, 0.844686], [3.288344, -3.673025, -0.156542], [4.070829, -8.955076, 1.093081], [5.694150, -8.720493, 0.431513], [4.242880, -8.506140, -0.573671], [3.582366, -6.557306, 1.002440], [5.100398, -6.733329, 1.780237], [4.565357, -5.815757, -1.041038], [6.162521, -6.421745, -0.629084], [6.357213, -4.727356, 1.165417], [6.173483, -3.990117, -0.384263], [4.062545, -4.286507, 1.749059], [4.757439, -2.811830, 1.224390], [2.726798, -2.759422, 0.050955], [3.642077, -3.491851, -1.179334], [2.659419, -4.558140, -0.166053]], "forces_ev_per_a": [[0.04, -0.01, -0.05], [0.02, 0.23, 0.30], [-0.03, -0.19, 0.01], [-0.02, -0.09, -0.11], [-0.01, 0.00, -0.10], [0.73, -0.11, 0.27], [0.18, 0.35, -0.70], [0.12, -0.29, -0.05], [-0.11, 0.18, 0.39], [0.11, 0.07, -0.10], [0.68, -0.70, 0.17], [-0.26, -0.07, 0.11], [-0.23, 0.07, -0.05], [0.10, 0.15, -0.05], [-0.09, -0.15, 0.16], [-0.18, 0.03, 0.20], [-0.03, 0.09, 0.02], [-0.05, -0.04, 0.05], [-0.06, -0.01, -0.17], [0.00, -0.01, -0.08], [-0.04, -0.15, 0.12], [-0.12, 0.35, 0.01], [-0.15, 0.36, -0.06], [-0.19, -0.01, -0.07], [-0.13, 0.09, -0.01], [0.33, -0.44, 0.27], [0.49, 0.37, -0.56], [0.40, -0.23, 0.54], [-1.21, -0.22, -0.78], [0.51, 0.33, 0.16], [0.06, 0.43, -0.21], [-0.23, 0.19, -0.17], [-0.13, -0.04, -0.17], [-0.16, 0.18, 0.19], [-0.17, -0.10, 0.16], [-0.07, -0.11, 0.15], [-0.06, 0.05, -0.15], [-0.03, -0.11, 0.04], [0.36, -0.07, 0.23], [0.14, 0.10, 0.24], [-0.05, -0.03, -0.08], [-0.04, 0.08, -0.03], [-0.10, -0.08, -0.04], [-0.03, -0.21, 0.08], [-0.28, -0.21, -0.09], [0.01, 0.72, -0.47], [0.28, -0.84, -0.72], [0.40, 0.06, 0.75], [0.13, -0.24, -0.44], [-0.10, -0.07, 0.17], [0.23, 0.23, 0.13], [0.00, -0.05, 0.23], [0.08, -0.19, 0.31], [-0.11, -0.23, 0.09], [-0.06, 0.13, 0.15], [-0.08, 0.12, 0.09], [-0.06, 0.28, -0.14], [-0.40, 0.05, -0.03], [-0.15, 0.03, 0.05], [-0.02, 0.03, 0.11], [-0.02, 0.02, -0.08], [-0.02, 0.07, -0.09], [0.03, -0.09, -0.06], [-0.06, -0.02, -0.01], [-0.08, -0.03, -0.03], [-0.60, -0.11, -0.01], [0.22, -0.12, 0.71], [-0.23, 0.47, -0.23], [0.64, 0.07, -0.38], [-0.27, -0.51, 0.82], [0.47, 0.91, -0.32], [0.16, 0.04, 0.09], [0.05, 0.02, -0.07], [0.18, 0.06, -0.06], [-0.08, -0.07, -0.25], [0.10, -0.09, -0.13], [0.17, -0.08, -0.11], [0.03, -0.07, 0.06], [-0.16, 0.03, 0.13], [-0.15, -0.16, -0.14], [-0.13, 0.09, -0.11], [0.04, 0.12, -0.33], [-0.44, -0.37, 0.23], [0.19, -0.29, 0.08], [-0.19, 0.07, 0.03]], "lowdin_charge": [0.562, -1.999, 0.604, 0.561, 0.604, -0.109, -0.266, -0.234, -0.217, -0.269, -0.141, 0.065, 0.074, 0.053, 0.108, 0.107, 0.051, 0.115, 0.108, 0.106, 0.104, 0.102, 0.077, 0.057, 0.029, -0.129, -0.284, -0.252, -0.244, -0.260, -0.117, 0.052, 0.054, 0.068, 0.063, 0.110, 0.117, 0.070, 0.116, 0.113, 0.106, 0.103, 0.074, 0.075, 0.028, -0.122, -0.262, -0.223, -0.240, -0.273, -0.112, 0.066, 0.033, 0.069, 0.101, 0.101, 0.114, 0.097, 0.110, 0.057, 0.106, 0.092, 0.071, 0.070, 0.047, -0.117, -0.286, -0.237, -0.239, -0.273, -0.107, 0.068, 0.071, 0.073, 0.102, 0.112, 0.106, 0.111, 0.109, 0.109, 0.102, 0.102, 0.030, 0.079, 0.068]}

***

{"formula": "BrH16O8", "method": "wB97M-V/def2-TZVPD", "largest_force_ha_per_bohr": 0.008, "total_charge": -1, "de_lowest_kj_mol": 0.5, "e_tot_ha": -3185.67515, "e_homo_ev": -6.292, "species": ["Br", "O", "H", "H", "O", "H", "H", "O", "H", "H", "O", "H", "H", "O", "H", "H", "O", "H", "H", "O", "H", "H", "O", "H", "H"], "coordinates": [[-0.508903, -0.446110, -0.293252], [-3.853648, -0.773446, 0.999959], [-4.134556, -1.556281, 0.518115], [-2.929526, -0.657742, 0.732346], [2.552946, -1.328076, 1.631864], [2.950841, -1.902772, 0.970303], [1.993379, -0.734122, 1.108113], [-1.484928, -1.877515, -3.136698], [-0.634421, -2.210467, -3.437145], [-1.252346, -1.102602, -2.597109], [0.653781, 1.533672, 2.366320], [0.164826, 0.759316, 2.058446], [0.921357, 1.310090, 3.262304], [1.321219, 0.921114, -3.110066], [0.446566, 0.604051, -2.860438], [1.700048, 1.206367, -2.261849], [-1.230135, 3.171262, -0.060919], [-0.891588, 2.272786, 0.058160], [-2.120162, 3.034398, -0.397608], [2.196328, 1.710108, -0.433702], [2.253430, 2.670784, -0.407595], [1.372341, 1.501390, 0.034598], [-0.044508, -2.984718, 1.940771], [0.903553, -2.818254, 1.998093], [-0.345888, -2.303221, 1.316979]], "forces_ev_per_a": [[0.02, 0.35, 0.25], [-0.05, 0.00, 0.01], [0.04, -0.01, -0.02], [0.09, 0.04, -0.04], [-0.01, -0.10, -0.05], [0.02, 0.06, -0.04], [-0.02, -0.01, 0.04], [-0.01, 0.23, -0.26], [0.03, 0.01, 0.06], [-0.10, -0.39, 0.17], [0.00, -0.01, 0.06], [-0.14, -0.07, -0.15], [0.06, -0.02, -0.03], [0.03, 0.07, -0.13], [0.06, 0.00, 0.09], [-0.03, -0.09, 0.04], [0.03, 0.07, 0.00], [-0.08, -0.08, 0.00], [0.01, -0.06, -0.02], [0.01, 0.11, -0.11], [-0.05, -0.02, 0.09], [0.12, -0.08, -0.01], [-0.03, -0.08, 0.01], [-0.01, 0.18, 0.04], [0.02, -0.10, 0.02]], "lowdin_charge": [0.136, -0.102, 0.023, -0.080, -0.081, 0.042, -0.029, -0.124, 0.023, -0.104, -0.080, -0.039, 0.037, -0.107, -0.034, -0.019, -0.089, -0.064, 0.027, -0.089, 0.053, -0.057, -0.124, -0.011, -0.111]}

***

no.,LUMO level (Eh),Kohn-Sham gap (eV)
1,0.0107,11.06
2,0.1164,9.46